Entry 1:
Computed, not measured: a structure of composition C21H24IN5S4Sr at a distorted geometry, with ωB97M-V/def2-TZVPD.

The energy above the lowest of the compared OMol25 structures with the same formula, charge and spin is 6.331 eV. The value obtained for the HOMO energy (spin up / spin down) is 0.26 / 0.61 eV. For the total energy, the calculation gives -81889.3797 eV. The calculation puts the lowest unoccupied orbital energy (spin up / spin down) at 3.13 / 3.14 eV. The HOMO-LUMO gap (spin up / spin down) comes out at 2.87 / 2.54 eV. As for the net charge: -2.

Geometry (Å):
Sr 0.5643 -0.1200 0.2404
C 3.5880 0.0919 -0.8683
C 2.7953 -0.8022 -1.8703
N 1.3976 -0.4017 -2.0763
C 0.4176 -1.6053 -2.2591
C 0.4212 -2.6358 -1.0792
C 1.2656 -3.7214 -1.1351
C 1.5310 -4.5078 0.0161
C 0.9902 -4.0532 1.2392
C 0.1159 -2.9903 1.2512
C -0.2144 -2.2300 2.5394
N 0.6953 -1.0314 2.7111
C 2.0920 -1.3733 2.3855
C 2.6088 -1.3231 0.8773
N 2.9912 0.1209 0.4859
N -0.3571 -2.4139 0.0879
H 3.6576 1.0970 -1.2866
H 4.5887 -0.3584 -0.7862
H 2.8604 -1.8206 -1.4963
H 3.2951 -0.8449 -2.8476
H 1.4040 0.3652 -2.7434
H 0.7421 -2.1720 -3.1349
H -0.6011 -1.2367 -2.4036
H 1.7923 -3.9417 -2.0605
H 2.2501 -5.3152 -0.0139
H 1.2989 -4.5142 2.1732
H -0.0608 -2.9461 3.3580
H -1.2443 -1.8767 2.5101
H 0.7086 -0.6445 3.6426
H 2.3812 -2.3795 2.7065
H 2.7866 -0.6787 2.8687
H 1.9116 -1.7192 0.1356
H 3.4871 -1.9867 0.8024
H 3.6330 0.4249 1.2041
S -2.1456 0.7621 0.2401
S -3.8196 0.4921 -0.7300
S -4.2078 -1.4980 -1.1209
S -3.1107 -1.9947 -2.7523
I -1.7507 1.9971 3.1329
C 0.2800 2.1502 2.0987
H 0.8586 2.1881 3.0397
H 0.1496 3.1876 1.7714
N 2.9173 9.3978 -4.5829
C 2.5882 8.4076 -4.0920
C 2.1826 7.1781 -3.4867
C 0.8373 6.7915 -3.4863
C 0.4523 5.5980 -2.9172
C 1.3916 4.7276 -2.3232
C 2.7401 5.1427 -2.3244
C 3.1282 6.3364 -2.8914
C 0.9939 3.4989 -1.7511
C 0.5639 2.4761 -1.1996
H 0.0979 7.4430 -3.9358
H -0.5886 5.3049 -2.9119
H 3.4727 4.4984 -1.8565
H 4.1691 6.6359 -2.8756



Entry 2:
Computed, not measured: a structure of composition C57H48AsCsF18N9O2S3 at a distorted geometry, with ωB97M-V/def2-TZVPD.

The energy above the lowest of the compared OMol25 structures with the same formula, charge and spin is 0.635 eV. The value obtained for the HOMO energy (spin up / spin down) is -2.30 / -2.36 eV. For the total energy, the calculation gives -220209.2071 eV. The calculation puts the lowest unoccupied orbital energy (spin up / spin down) at 3.35 / 3.35 eV. The spin multiplicity is 2. The HOMO-LUMO gap (spin up / spin down) comes out at 5.65 / 5.72 eV. As for the net charge: -2. The expectation value of S² is 0.77.

Geometry (Å):
Cs 1.2547 1.1818 -0.5243
C -1.1531 6.3384 -1.2281
C -0.6056 5.3971 -0.1813
C 0.7616 5.3410 0.0689
C 1.2967 4.4633 0.9914
C 0.4649 3.5568 1.6796
N 0.9857 2.5372 2.4081
C 1.9143 2.6759 3.3904
C 1.7314 3.6656 4.3770
C 2.5819 3.7810 5.4554
C 3.6648 2.9190 5.5920
C 4.6018 3.0050 6.7707
C 3.8702 1.9595 4.6037
C 3.0306 1.8127 3.5055
C 3.3881 0.8100 2.3640
O 2.4986 0.6325 1.3968
C 4.7163 1.3688 1.7207
F 4.5276 2.6544 1.3633
F 5.8304 1.3513 2.4978
F 5.0305 0.7002 0.6032
C 3.6887 -0.5938 3.0415
F 3.7180 -1.5807 2.1209
F 2.7070 -0.9116 3.9067
F 4.8525 -0.7285 3.7277
C -0.9334 3.6717 1.4925
C -1.4391 4.5741 0.5670
C -1.8033 2.8382 2.4831
O -1.1127 2.0903 3.3347
C -2.7653 1.9143 1.6652
F -2.0745 0.9100 1.1283
F -3.4252 2.5184 0.6307
F -3.7317 1.3711 2.4371
C -2.6658 3.8589 3.3037
F -3.3190 3.2842 4.3241
F -3.6107 4.5201 2.5749
F -1.8747 4.8066 3.8450
H -0.7688 7.3518 -1.0878
H -2.2439 6.3790 -1.1870
H -0.8609 6.0155 -2.2324
H 1.4301 5.9893 -0.4890
H 2.3673 4.4098 1.1536
H 0.8702 4.3154 4.2753
H 2.4067 4.5478 6.2048
H 4.4967 3.9596 7.2893
H 5.6402 2.8985 6.4509
H 4.3978 2.2077 7.4920
H 4.7354 1.3172 4.7029
H -2.5097 4.6667 0.4438
C 0.3384 -1.2695 -5.4781
C 0.7501 -2.5891 -5.4387
C 0.2602 -3.4182 -4.4412
C -0.6115 -2.8807 -3.5042
N -1.0438 -1.6208 -3.5588
C -0.5777 -0.8400 -4.5252
C -1.0879 -3.6759 -2.3345
C -1.7028 -4.9137 -2.4868
C -2.1341 -5.5655 -1.3430
C -1.9413 -4.9742 -0.1077
C -1.3060 -3.7320 -0.0446
N -0.8929 -3.1160 -1.1483
C -1.0855 -2.9986 1.2424
C -1.6950 -3.3890 2.4293
C -1.5258 -2.6005 3.5626
C -0.7654 -1.4520 3.4732
C -0.1636 -1.1642 2.2516
N -0.3100 -1.9177 1.1713
H 0.7400 -0.5721 -6.2009
H 1.4723 -2.9615 -6.1549
H 0.5854 -4.4479 -4.3589
H -0.9384 0.1839 -4.5208
H -1.8521 -5.3363 -3.4721
H -2.6284 -6.5272 -1.4149
H -2.2751 -5.4798 0.7862
H -2.3247 -4.2664 2.4745
H -2.0114 -2.8736 4.4922
H -0.6393 -0.7680 4.3014
H 0.4131 -0.2618 2.1357
S -1.6536 1.2291 -2.2716
C -3.2904 1.3065 -2.2067
N -3.9817 2.4635 -2.3081
C -5.4237 2.4316 -2.4423
C -5.7803 1.2881 -3.3601
N -5.3246 0.0610 -2.7252
C -6.0760 -1.1457 -3.0162
C -5.8769 -1.6118 -4.4402
C -4.5857 -1.8444 -4.9173
C -4.3880 -2.2837 -6.2164
C -5.4750 -2.4997 -7.0567
C -6.7602 -2.2727 -6.5887
C -6.9568 -1.8271 -5.2865
C -4.1003 0.0261 -2.1229
S -3.4779 -1.3000 -1.3796
C -3.3299 3.7721 -2.2278
C -3.3142 4.4684 -3.5664
C -4.2815 5.4056 -3.9151
C -4.2956 5.9710 -5.1846
C -3.3299 5.6088 -6.1126
C -2.3417 4.6965 -5.7609
C -2.3320 4.1284 -4.4961
H -5.7611 3.3773 -2.8602
H -5.9019 2.2807 -1.4674
H -5.3212 1.4372 -4.3439
H -6.8614 1.2253 -3.4912
H -7.1340 -0.9534 -2.8227
H -5.7229 -1.9090 -2.3248
H -3.7358 -1.6939 -4.2586
H -3.3798 -2.4627 -6.5700
H -5.3188 -2.8411 -8.0728
H -7.6121 -2.4382 -7.2374
H -7.9644 -1.6458 -4.9254
H -2.3116 3.5998 -1.8902
H -3.8549 4.3667 -1.4758
H -5.0190 5.7104 -3.1789
H -5.0568 6.6968 -5.4450
H -3.3395 6.0458 -7.1040
H -1.5664 4.4348 -6.4700
H -1.5507 3.4309 -4.2105
F 1.8055 1.0650 -3.0612
As 2.4530 2.6268 -3.4419
F 0.8311 3.2103 -3.7014
F 2.3408 3.0870 -1.7587
F 3.0450 4.2213 -3.8129
F 4.0685 2.0795 -3.2064
F 2.5417 2.2051 -5.1260
C 7.4093 0.0738 -1.7450
C 6.7894 -0.9570 -2.6955
C 5.4174 -1.3658 -2.2688
N 4.3589 -1.1972 -2.9763
N 3.2084 -1.5937 -2.3544
C 3.4049 -2.0738 -1.1686
N 2.4270 -2.5853 -0.3657
S 5.0924 -2.0886 -0.7057
H 8.3805 0.4103 -2.1118
H 7.5417 -0.3502 -0.7477
H 6.7492 0.9365 -1.6494
H 7.4296 -1.8428 -2.7545
H 6.6903 -0.5412 -3.6978
H 1.4765 -2.3312 -0.6164
H 2.5863 -2.4882 0.6236



Entry 3:
Computed, not measured: a cluster of 2 separate species, C8H16N2 in total at a distorted geometry, with ωB97M-V/def2-TZVPD.

The energy above the lowest of the compared OMol25 structures with the same formula, charge and spin is 2.561 eV. The value obtained for the HOMO energy is -8.95 eV. For the total energy, the calculation gives -11533.4241 eV. The calculation puts the lowest unoccupied orbital energy at 0.92 eV. Its SMILES is CCc1c[nH]cn1.CCC. The HOMO-LUMO gap comes out at 9.87 eV.

Geometry (Å):
C 0.8335 -1.6164 -0.8613
C 2.1573 -1.9583 -1.5268
C -0.2973 -2.5213 -1.5909
H 0.7873 -1.7634 0.3102
H 0.5419 -0.5583 -1.0638
H 2.0628 -2.0641 -2.7323
H -0.9768 -2.0260 -2.2194
H 2.6681 -2.9519 -1.2240
H 3.0335 -1.4081 -1.4616
H 0.1667 -3.4223 -2.0446
H -0.9070 -3.0194 -0.7348
C 0.3278 0.7508 1.7342
C 1.1791 1.9349 2.1207
C -0.8395 1.2723 0.8613
C -2.1474 1.2535 1.1099
C -1.7689 2.1214 -0.9735
N -0.5992 1.9256 -0.4179
N -2.8277 1.7765 -0.0768
H 0.8896 -0.1435 1.2247
H 0.0232 0.3299 2.7765
H 0.4979 2.8515 2.2473
H -2.7510 0.9235 1.8794
H -1.9585 2.4614 -1.9897
H -3.7493 1.9268 0.0398
H 2.0555 2.2690 1.5181
H 1.5983 1.6562 3.0952



Entry 4:
Computed, not measured: a structure of composition C33H36I2N5O4RbS2, with ωB97M-V/def2-TZVPD.

The energy above the lowest of the compared OMol25 structures with the same formula, charge and spin is 0.000 eV. The value obtained for the HOMO energy is -7.67 eV. For the total energy, the calculation gives -88974.8299 eV. The calculation puts the lowest unoccupied orbital energy at 0.20 eV. The HOMO-LUMO gap comes out at 7.86 eV.

Geometry (Å):
Rb 0.8786 2.0549 1.1758
N 5.3748 -4.8780 5.1467
C 4.6914 -3.8523 4.4991
C 3.6059 -3.2276 5.1200
C 2.9624 -2.1728 4.5037
C 3.3927 -1.7296 3.2594
C 4.4619 -2.3437 2.6305
C 5.1122 -3.3966 3.2498
S 2.5457 -0.3854 2.4990
O 3.3420 0.0746 1.3744
O 2.3358 0.6067 3.5422
N 1.0898 -0.8551 2.0805
C 0.9060 -1.7934 1.1300
N -0.3863 -1.9607 0.7415
C -0.6396 -2.8947 -0.1620
C 0.3426 -3.6950 -0.7156
C 1.6314 -3.4447 -0.2663
N 1.9298 -2.5213 0.6288
H 4.8443 -5.3771 5.8417
H 5.8996 -5.4935 4.5474
H 3.2771 -3.5709 6.0941
H 2.1232 -1.6843 4.9838
H 4.7718 -1.9900 1.6572
H 5.9569 -3.8719 2.7646
H -1.6804 -3.0046 -0.4552
H 0.1265 -4.4540 -1.4522
H 2.4672 -4.0260 -0.6474
O -1.5595 0.5527 0.9859
C -2.9671 0.6881 1.0502
C -3.4392 1.3219 2.3492
C -2.7357 2.6444 2.6663
C -2.7681 3.6270 1.5274
C -3.9671 4.2052 1.1123
C -3.9663 5.0704 0.0346
C -2.7663 5.3367 -0.6090
C -1.6227 4.7229 -0.1312
N -1.6118 3.8934 0.9139
H -1.2789 -0.3804 1.1333
H -3.4519 -0.2853 0.9183
H -3.2765 1.3177 0.2081
H -3.2711 0.6363 3.1835
H -4.5214 1.4731 2.2707
H -1.6955 2.4538 2.9209
H -3.1954 3.0899 3.5526
H -4.8852 3.9713 1.6366
H -4.8866 5.5313 -0.3019
H -2.7172 6.0029 -1.4594
H -0.6670 4.8910 -0.6159
I 0.5359 3.7976 4.6711
C 0.7993 1.9747 5.7289
I -0.7731 0.5817 5.4849
H 0.8673 2.2244 6.7790
H 1.6932 1.5125 5.3319
O 0.2694 2.1293 -1.6312
S 0.4193 0.6650 -1.9240
C -1.2459 0.0138 -2.2605
C -2.0691 0.8895 -3.1496
C -2.3856 0.4891 -4.4448
C -3.1442 1.3038 -5.2734
C -3.5924 2.5329 -4.8120
C -3.2842 2.9378 -3.5202
C -2.5283 2.1231 -2.6916
C 1.1273 0.5921 -3.5878
C 1.4165 -0.8220 -4.0014
C 2.2938 -1.6024 -3.2508
C 2.5587 -2.9110 -3.6234
C 1.9485 -3.4564 -4.7442
C 1.0744 -2.6851 -5.4962
C 0.8106 -1.3743 -5.1251
H -1.6608 -0.0660 -1.2549
H -1.1045 -0.9910 -2.6644
H -2.0494 -0.4790 -4.7974
H -3.3897 0.9754 -6.2752
H -4.1860 3.1705 -5.4545
H -3.6351 3.8935 -3.1516
H -2.2800 2.4461 -1.6884
H 2.0398 1.1826 -3.4885
H 0.4510 1.1127 -4.2674
H 2.7657 -1.1845 -2.3680
H 3.2465 -3.5069 -3.0373
H 2.1587 -4.4779 -5.0336
H 0.6006 -3.1017 -6.3757
H 0.1391 -0.7669 -5.7202